Arrangement w

Computed, not measured: one molecule with the formula C7H14O, with the ωB97M-V functional and the def2-TZVPD basis.

Bonds (Å) are listed after each position.
Positions of all 22 atoms, in Å:
1 C -2.836 1.407 0.308  C2 1.572, H9 1.108, H10 1.034, H11 1.144
2 C -1.550 0.715 -0.273  C1 1.572, C3 1.303, H12 1.117
3 C -1.121 -0.500 -0.079  C2 1.303, C4 1.580, O5 1.342
4 C -2.127 -1.710 0.064  C3 1.580, H13 1.068, H14 1.136, H15 1.089
5 O 0.109 -1.034 -0.074  C3 1.342, C6 1.472
6 C 1.232 -0.175 -0.484  O5 1.472, C7 1.522, H16 1.077, H17 1.098
7 C 2.334 -0.343 0.551  C6 1.522, C8 1.519, H18 1.152, H19 1.104
8 C 3.488 0.496 0.029  C7 1.519, H20 1.177, H21 1.064, H22 1.057
9 H -3.026 2.435 -0.061  C1 1.108
10 H -2.891 1.466 1.339  C1 1.034
11 H -3.690 0.829 -0.186  C1 1.144
12 H -1.133 1.390 -1.060  C2 1.117
13 H -3.058 -1.592 -0.447  C4 1.068
14 H -2.338 -1.934 1.158  C4 1.136
15 H -1.826 -2.648 -0.401  C4 1.089
16 H 1.412 -0.498 -1.495  C6 1.077
17 H 0.946 0.885 -0.457  C6 1.098
18 H 2.766 -1.410 0.576  C7 1.152
19 H 2.094 -0.144 1.610  C7 1.104
20 H 3.182 1.605 -0.221  C8 1.177
21 H 3.639 0.112 -0.951  C8 1.064
22 H 4.394 0.646 0.554  C8 1.057

- SMILES string = C/C=C(\C)OCCC
- HOMO energy (eV) = -7.8938
- spin multiplicity = 1
- gap between HOMO and LUMO (eV) = 8.954
- LUMO level (eV) = 1.06

---

Arrangement x

Computed, not measured: a 2-piece molecular cluster, C7H14O overall, with the ωB97M-V functional and the def2-TZVPD basis.

Bonds (Å) are listed after each position.
Positions of all 22 atoms, in Å:
1 C 0.890 -1.706 0.534  C4 1.498, H8 1.087, H9 1.091, H10 1.097
2 C 1.230 1.274 -0.010  C5 1.373, H11 1.081, H12 1.080
3 C 0.355 0.915 -2.309  C5 1.513, H14 1.096, H15 1.094, H16 1.088
4 C 0.286 -0.902 -0.576  C1 1.498, C5 1.429, O6 1.384
5 C 0.769 0.389 -0.953  C2 1.373, C3 1.513, C4 1.429
6 O -0.207 -1.757 -1.546  C4 1.384, H7 0.963
7 H -0.565 -1.256 -2.287  O6 0.963
8 H 1.465 -1.112 1.239  C1 1.087
9 H 1.536 -2.482 0.122  C1 1.091
10 H 0.094 -2.168 1.132  C1 1.097
11 H 1.516 2.274 -0.299  C2 1.081
12 H 1.631 0.936 0.935  C2 1.080
13 H -0.561 1.284 0.983  C17 1.154
14 H -0.734 0.937 -2.427  C3 1.096
15 H 0.770 0.302 -3.114  C3 1.094
16 H 0.708 1.935 -2.450  C3 1.088
17 C -1.441 0.579 1.231  H13 1.154, C18 1.380, H20 1.088, H21 1.312
18 C -1.482 0.078 2.516  C17 1.380, H19 1.081, H22 1.081
19 H -0.583 -0.251 3.017  C18 1.081
20 H -2.373 0.987 0.847  C17 1.088
21 H -0.900 -0.228 0.349  C17 1.312
22 H -2.406 -0.028 3.067  C18 1.081

- HOMO energy (spin up / spin down) (eV) = -6.9321 / -7.1114
- spin multiplicity = 1
- gap between HOMO and LUMO (spin up / spin down) (eV) = 7.501 / 7.333
- LUMO level (spin up / spin down) (eV) = 0.57 / 0.22

---

Which is the most stable structure? arrangement w is the most stable.